# 1
Molecular formula: C32H24DyNO8PS2
Method: DFT, wB97M-V/def2-TZVPD

Atoms and positions in Å:
C  1.786  -3.573  -4.196
C  -1.054  -4.138  1.773
H  -1.026  -3.734  -0.331
C  0.102  -2.575  3.186
C  -3.782  0.990  -2.476
C  -0.713  -3.355  0.640
H  2.526  -4.366  -4.114
C  1.271  -1.670  -2.906
C  0.731  1.668  0.713
H  3.268  -2.167  -3.386
C  -4.584  1.802  -3.268
H  1.331  -3.641  -5.185
O  -3.982  -0.221  1.253
H  6.751  2.569  2.514
S  -3.213  -0.203  0.050
H  1.724  -0.802  5.601
C  -5.709  2.419  -2.740
H  -4.302  1.942  -4.302
C  -0.008  -2.175  0.723
C  2.300  -2.169  -3.892
C  -0.817  3.222  1.716
H  2.449  0.484  3.614
Dy  -0.708  -0.833  -1.171
C  -0.181  3.496  -0.586
N  0.413  -2.606  -2.499
H  0.263  -2.766  5.330
O  1.215  -0.490  -2.476
O  -2.359  0.829  -4.632
C  -4.129  0.795  -1.122
H  -5.499  1.257  0.433
H  -1.626  -5.050  1.640
O  -1.215  1.072  -2.471
H  6.624  0.179  1.862
H  -0.270  4.010  -1.535
C  -0.003  2.106  1.814
C  4.538  0.270  1.377
H  2.370  -1.497  -4.746
C  4.676  2.936  2.103
H  0.042  1.553  2.745
C  -0.911  3.918  0.513
C  1.326  -0.688  2.232
C  0.638  2.376  -0.483
C  -0.683  -3.745  3.021
C  0.448  -1.811  2.038
C  -6.040  2.236  -1.410
C  5.741  0.805  1.813
O  0.104  -4.842  -2.985
C  -5.253  1.425  -0.606
C  1.371  -1.092  4.618
C  0.560  -2.178  4.467
C  1.770  -0.351  3.484
H  4.487  -0.775  1.087
H  -1.399  3.538  2.573
C  0.669  -3.788  -3.168
S  -2.271  0.417  -3.265
O  -2.974  -1.499  -0.587
H  2.589  3.024  1.625
C  3.380  1.051  1.314
C  3.468  2.394  1.674
O  -2.143  -1.035  -3.063
H  -0.961  -4.324  3.897
H  1.186  2.030  -1.353
P  1.850  0.204  0.716
O  -1.891  0.469  0.169
H  -6.320  3.049  -3.374
H  -6.912  2.723  -0.992
H  -1.567  4.776  0.431
C  5.813  2.144  2.178
H  4.725  3.982  2.381

## Properties
**Molar mass**: 808.151 u
**Orbital gap (spin up / spin down)**: 7.67 / 7.67 eV
**Net charge**: -1
**Total energy**: -106493.5021 eV
**HOMO energy (spin up / spin down)**: -5.10 / -5.11 eV
**Multiplicity**: 6
**Maximum force**: 0.0442 Eh/bohr



# 2
Molecular formula: C32H24N2O3PRh
Method: DFT, wB97M-V/def2-TZVPD

Atoms and positions in Å:
H  6.065  0.445  1.316
H  -3.884  -3.904  -0.351
C  2.587  -0.374  -0.143
C  -4.079  -0.816  1.020
C  1.376  -3.625  -1.820
C  -0.065  4.197  1.869
C  0.152  -2.723  0.154
C  0.616  0.153  -2.274
C  0.526  2.925  1.765
C  -0.037  -0.437  -3.353
C  -5.402  -0.886  1.489
Rh  -0.732  -0.889  0.525
H  1.268  2.001  -1.373
N  -2.107  0.575  1.013
C  -0.478  0.353  -4.404
C  5.092  0.209  0.903
H  -6.191  -4.010  0.514
C  0.746  5.310  2.102
H  -0.215  -1.506  -3.360
H  2.126  -1.163  1.800
C  -0.281  1.726  -4.371
C  3.556  0.223  -0.942
C  2.113  5.169  2.229
H  -0.067  -6.081  0.010
C  4.807  0.520  -0.415
C  -4.318  -3.064  0.177
C  0.967  -2.606  -0.975
H  2.723  6.045  2.410
C  0.350  2.318  -3.284
H  5.555  0.994  -1.038
C  0.996  -4.895  -1.418
H  -3.903  1.265  1.643
N  -1.556  1.821  1.315
H  0.269  6.278  2.179
O  0.385  0.590  1.387
H  1.276  -5.766  -1.997
C  0.798  1.535  -2.232
C  4.131  -0.409  1.698
O  -2.314  -1.936  -0.193
H  -1.810  3.536  1.578
C  -6.168  -2.014  1.325
C  2.708  3.913  2.126
C  -5.605  -3.111  0.657
C  -3.358  0.411  1.244
H  -0.890  -4.201  1.354
H  3.780  3.801  2.225
C  -0.233  -4.014  0.515
H  -0.984  -0.104  -5.244
H  -7.181  -2.053  1.700
C  0.220  -5.072  -0.263
C  2.883  -0.701  1.180
H  4.354  -0.655  2.727
H  1.946  -3.443  -2.721
H  2.354  1.824  1.812
C  1.913  2.810  1.896
H  3.341  0.462  -1.975
C  -3.508  -1.920  0.342
P  0.997  -0.860  -0.844
H  0.486  3.390  -3.249
H  -5.813  -0.020  1.995
H  -0.633  2.340  -5.190
O  -1.385  4.409  1.752
C  -0.267  1.712  1.479

## Properties
**Molar mass**: 618.435 u
**Orbital gap**: 7.21 eV
**Energy above the lowest of the compared OMol25 structures with the same formula, charge and spin**: 0.0 kJ/mol
**Total energy**: -54992.8685 eV
**HOMO energy**: -7.61 eV
**Maximum force**: 0.0129 Eh/bohr



# 3
Molecular formula: C32H25AsBaN11O6S
Method: DFT, wB97M-V/def2-TZVPD

Atoms and positions in Å:
C  -4.194  -3.129  3.041
H  -5.957  -3.083  -3.319
H  2.961  5.512  -0.199
C  -3.261  -3.180  4.073
H  -0.369  2.708  -4.427
H  0.084  -1.372  -5.706
H  3.100  -3.547  3.782
C  -0.163  0.727  -5.266
C  3.094  4.222  -1.921
N  -0.521  2.314  1.648
C  -3.787  -3.049  1.715
H  -4.514  -3.020  0.916
O  3.906  -0.277  0.730
C  0.027  -0.606  -4.946
C  2.002  -1.069  5.807
C  -0.072  1.216  -2.934
As  3.868  0.233  -2.494
C  -0.387  2.702  0.364
C  -2.428  -3.018  1.456
C  -1.641  -3.079  0.174
C  0.889  -0.754  5.050
N  1.057  -2.969  2.269
S  3.266  0.949  1.236
H  0.340  -1.976  -3.327
N  -0.501  5.655  -1.486
H  -1.178  -3.182  4.611
H  -3.761  -4.070  -2.670
N  -0.226  1.740  -0.570
H  -5.023  0.232  -0.772
C  3.310  1.835  -1.472
C  -0.153  -3.118  1.812
O  3.878  0.715  -4.057
O  1.844  0.655  1.522
H  -0.343  6.302  -0.733
C  2.818  -2.100  5.351
H  -6.608  -0.861  -2.339
O  3.115  -1.216  -2.152
H  -5.251  -3.158  3.274
C  -5.306  -2.569  -2.622
C  3.237  2.916  -2.356
C  -0.221  1.655  -4.243
C  3.049  4.495  -0.564
H  5.433  -0.217  -0.953
C  -4.786  -0.734  -1.208
H  3.715  -2.373  5.893
H  3.115  3.632  1.402
H  2.237  -0.512  6.704
C  -1.497  -3.058  2.485
C  -4.097  -3.125  -2.267
H  3.041  5.021  -2.651
C  -1.897  -3.145  3.807
H  0.234  0.059  5.353
N  -0.270  3.478  -2.180
C  -3.280  -2.447  -1.349
O  3.947  1.601  2.322
C  -0.414  4.333  -1.166
C  -5.674  -1.339  -2.081
N  0.135  -0.060  -2.618
N  -3.619  -1.260  -0.841
N  -2.033  -2.972  -1.045
H  -0.053  1.453  1.899
C  2.484  -2.758  4.189
H  -0.262  1.041  -6.297
C  1.325  -2.379  3.498
Ba  1.514  -1.299  -0.228
H  -0.440  3.061  2.318
C  0.172  -0.944  -3.613
C  3.242  2.131  -0.098
H  -3.602  -3.248  5.099
N  0.549  -1.378  3.926
H  -0.166  5.906  -2.400
N  -0.324  -3.298  0.476
O  5.520  0.094  -1.866
N  -0.493  4.014  0.118
C  -0.182  2.204  -1.810
C  3.130  3.448  0.337
H  3.318  2.690  -3.413

## Properties
**Molar mass**: 903.940 u
**Orbital gap**: 7.74 eV
**Energy above the lowest of the compared OMol25 structures with the same formula, charge and spin**: 96.4 kJ/mol
**Net charge**: -1
**Total energy**: -134642.3271 eV
**HOMO energy**: -5.48 eV
**Maximum force**: 0.0130 Eh/bohr